Record 1
Below is C58H52InO2P3Si as an isolated structure, with properties calculated with ωB97M-V/def2-TZVPD.

Geometry as ORCA input:
```
! RIJCOSX wB97M-V def2-TZVPD def2/J DEFGRID3
* xyz 2 1
In 0.28744 -0.82368 0.06699
C -5.62254 -0.41989 3.03355
C -4.96556 -1.37377 2.27095
C -4.05177 -0.97422 1.30914
C -3.80022 0.37913 1.06396
C -4.45184 1.32389 1.85310
C -5.35527 0.92366 2.82699
P -2.53056 0.72115 -0.23210
C -3.52236 0.47667 -1.77313
C -4.27549 -0.68541 -1.94436
C -4.89469 -0.95865 -3.15502
C -4.76930 -0.08063 -4.22154
C -4.03628 1.08477 -4.05983
C -3.41428 1.35566 -2.85016
C -2.41764 2.57181 -0.15744
C -3.58329 3.29208 -0.42267
C -3.61036 4.67693 -0.38227
C -2.46294 5.38051 -0.05214
C -1.29485 4.69076 0.21912
C -1.24365 3.29102 0.15897
Si 0.48850 2.63765 0.51787
C 1.16090 2.81737 2.26408
C 2.09373 3.79031 2.64049
C 2.51778 3.87503 3.95558
C 2.00868 3.01173 4.91733
C 1.06004 2.06716 4.56345
C 0.65048 1.95983 3.23880
P -0.64600 0.82135 2.67652
C -0.06118 -0.83557 3.19565
C -0.93487 -1.89244 2.91428
C -0.63145 -3.18523 3.31342
C 0.56146 -3.43934 3.97497
C 1.44859 -2.40108 4.22640
C 1.14742 -1.10348 3.83357
C -1.87295 1.22749 3.97889
C -2.23104 2.57417 4.07729
C -3.09499 2.99551 5.07154
C -3.62413 2.07292 5.96537
C -3.29176 0.73277 5.85423
C -2.41970 0.30449 4.86195
C 1.85323 2.60228 -0.77770
C 3.11532 3.09935 -0.41372
C 4.11748 3.25203 -1.35126
C 3.88973 2.91061 -2.67720
C 2.66016 2.39822 -3.05118
C 1.64066 2.22921 -2.11773
P 0.00764 1.59693 -2.66432
C -0.18427 2.77884 -4.06321
C 0.05707 2.51370 -5.40629
C -0.10230 3.52222 -6.34856
C -0.52164 4.78566 -5.96395
C -0.75853 5.05795 -4.62336
C -0.57669 4.06344 -3.67846
C 0.46651 0.04918 -3.53219
C -0.46095 -0.46689 -4.44102
C -0.16235 -1.60548 -5.17305
C 1.04358 -2.26482 -4.97597
C 1.93904 -1.80041 -4.02381
C 1.65460 -0.64860 -3.30260
H -6.33591 -0.72386 3.78770
H -5.16216 -2.42640 2.42944
H -3.52043 -1.72656 0.73301
H -4.26621 2.37933 1.72249
H -5.84838 1.67136 3.43364
H -4.40997 -1.37702 -1.12412
H -5.47849 -1.86324 -3.26368
H -5.24936 -0.29714 -5.16625
H -3.94381 1.79127 -4.87533
H -2.87060 2.27977 -2.74602
H -4.48331 2.74647 -0.67448
H -4.52923 5.20235 -0.60551
H -2.47343 6.46106 -0.00730
H -0.39856 5.24951 0.47289
H 2.47348 4.50120 1.91749
H 3.23610 4.63240 4.23899
H 2.33623 3.08850 5.94523
H 0.61988 1.42107 5.31300
H -1.88014 -1.67503 2.43032
H -1.33779 -3.98592 3.13631
H 0.79650 -4.44239 4.30420
H 2.37237 -2.59923 4.75439
H 1.83970 -0.30252 4.05424
H -1.81160 3.29381 3.38118
H -3.35137 4.04349 5.15431
H -4.29286 2.40199 6.74940
H -3.70198 0.01121 6.54831
H -2.16041 -0.74232 4.80050
H 3.31574 3.37220 0.61383
H 5.07464 3.65796 -1.05308
H 4.66598 3.04761 -3.41799
H 2.47798 2.13052 -4.08372
H 0.36956 1.53268 -5.73564
H 0.10524 3.31289 -7.38957
H -0.66016 5.56191 -6.70417
H -1.08663 6.04138 -4.31336
H -0.73771 4.27645 -2.62492
H -1.40261 0.05004 -4.59614
H -0.87082 -1.98042 -5.90035
H 1.28476 -3.14157 -5.56202
H 2.87543 -2.31729 -3.85856
H 2.38297 -0.26576 -2.59805
C -0.41622 -5.64458 -1.01558
C -1.79070 -4.98870 -1.17658
C -1.40045 -3.53177 -1.35212
O -0.27070 -3.33383 -0.48252
C 0.35196 -4.60671 -0.20283
H 0.04586 -5.78390 -1.99346
H -0.45596 -6.60627 -0.50959
H -2.39071 -5.12092 -0.27462
H -2.34576 -5.37302 -2.02956
H -2.17667 -2.81628 -1.06920
H -1.10453 -3.33345 -2.38379
H 0.26616 -4.79025 0.87114
H 1.40662 -4.55096 -0.47507
O 2.84996 -0.62203 1.26100
H 2.90498 -1.20385 2.03065
H 3.75706 -0.50520 0.95320
*
```

## Properties
frontier orbital gap	6.1	eV
E_LUMO	-0.24029	Ha

=====

Record 2
Below is a 4-piece molecular cluster, C5H19N2O4 overall, with properties calculated with ωB97M-V/def2-TZVPD.

Geometry as ORCA input:
```
! RIJCOSX wB97M-V def2-TZVPD def2/J DEFGRID3
* xyz 2 2
C 1.78023 -1.08447 0.69911
O 2.77629 -1.03719 -0.27952
C 0.89597 0.14581 0.63568
C -0.12311 0.10334 1.75832
C -1.21709 -0.93849 1.60053
C -2.41481 -0.43221 1.09968
N -3.37691 -1.18565 0.65318
N 1.82047 1.33524 0.79027
H 1.12707 -1.94887 0.53281
H 2.19538 -1.18518 1.68933
H 2.50395 -1.47436 -1.10160
H 0.42332 0.21096 -0.33788
H -0.64747 1.03519 1.89529
H 0.26508 -0.00480 2.76696
H -0.93183 -1.96236 1.84614
H -2.59682 0.62768 0.99575
H -3.35658 -2.17914 0.88654
H -4.23034 -0.77195 0.29766
H 2.78798 1.01685 0.90989
H 1.45034 1.97383 1.49822
H 1.77533 1.95833 -0.02168
H 1.10680 1.59480 -3.10683
H 1.03147 0.31359 -2.22408
O 1.45417 1.17048 -2.31524
H -1.01557 2.36701 -0.85814
H -1.93552 3.03199 0.21926
O -1.22574 2.39082 0.08492
H -1.56222 -1.38414 -3.19909
H -0.09560 -1.20108 -3.60098
O -0.69561 -1.14009 -2.84134
*
```

## Properties
energy relative to the best compared isomer or geometry (same formula, charge and spin)	0.000	eV
frontier orbital gap (spin up / spin down)	10.9 / 7.6	eV
E_LUMO (spin up / spin down)	-0.24391 / -0.37059	Ha

=====

Record 3
Below is C23H30Br40ClIN as an isolated structure, with properties calculated with ωB97M-V/def2-TZVPD.

Geometry as ORCA input:
```
! RIJCOSX wB97M-V def2-TZVPD def2/J DEFGRID3
* xyz 1 1
C -0.66267 0.88802 2.78260
C -0.66276 2.29399 1.93412
C 0.72866 2.61982 1.13156
I 0.43278 4.60762 0.16086
C 1.21867 1.45891 0.08368
N 1.13464 1.70249 -1.41481
C 1.94196 0.79194 -2.10805
C 2.71920 -0.16329 -1.02749
C 2.43747 -1.77549 -0.98284
C 0.96227 -2.21391 -0.41798
C -0.30313 -1.78390 -1.37000
Cl 0.96660 -4.10478 -0.40741
C 2.67002 0.73264 0.34304
Br 3.06718 -0.13087 2.10200
H -1.71357 0.36922 2.55571
H -0.61624 1.06791 3.93879
H 0.14921 0.11305 2.41806
H -1.59954 2.35663 1.23452
H -0.79574 3.16331 2.74042
H 1.57026 2.81927 1.94907
H 0.41169 0.60048 0.22373
H 0.58701 2.40593 -1.97225
H 2.00111 0.80075 -3.28877
H 3.85779 -0.10636 -1.38065
H 3.23257 -2.23273 -0.21906
H 2.67015 -2.27620 -2.01901
H 0.80137 -1.91976 0.72798
H -0.46941 -0.62582 -1.39139
H -0.25714 -2.25603 -2.45440
H -1.28031 -2.25247 -0.86849
H 3.46748 1.58930 0.11101
C 7.23397 1.24550 -2.11496
Br 6.95866 0.18725 -0.50607
Br 8.59329 0.46788 -3.26902
Br 5.56794 1.55953 -3.06871
H 7.60806 2.22339 -1.79432
C -3.31755 1.12350 -2.22931
Br -1.80051 2.01470 -3.05912
Br -3.66533 -0.61331 -3.03354
Br -3.11704 1.00003 -0.29839
H -4.19777 1.74625 -2.42019
C 11.25777 0.83078 -0.15060
Br 11.19607 2.57892 -1.00174
Br 12.81991 -0.18848 -0.70293
Br 11.12752 0.96345 1.78573
H 10.37730 0.27717 -0.49310
C 2.13926 7.60709 3.44616
Br 3.62774 8.66372 2.77371
Br 0.47959 8.02354 2.52078
Br 2.52961 5.70176 3.41034
H 1.99842 7.88493 4.49591
C 3.45088 4.14020 7.14002
Br 4.44414 3.83887 8.78528
Br 3.64179 2.65597 5.89708
Br 1.58303 4.55718 7.48815
H 3.89030 5.01962 6.65777
C -5.57567 -0.70426 3.07055
Br -7.04785 0.20308 2.17968
Br -5.17708 -2.42002 2.24498
Br -3.99646 0.42506 3.19169
H -5.90065 -0.91052 4.09567
C -2.54963 -4.74993 -3.02392
Br -4.06175 -4.05438 -4.03086
Br -2.55858 -4.12628 -1.18130
Br -2.43884 -6.68904 -3.13131
H -1.64339 -4.35149 -3.49191
C 0.54437 -9.57289 -4.29003
Br 1.52865 -8.44251 -3.05000
Br -0.97357 -10.43667 -3.43328
Br 0.01621 -8.60243 -5.89102
H 1.22672 -10.36787 -4.60854
C -7.82597 2.11830 -2.80822
Br -6.30892 3.00949 -3.63802
Br -8.17375 0.38148 -3.61245
Br -7.62545 1.99483 -0.87730
H -8.70619 2.74104 -2.99910
C 9.88844 -3.47044 2.10557
Br 11.74321 -3.02311 1.72619
Br 9.64623 -4.05338 3.94562
Br 8.68358 -2.01509 1.64273
H 9.62651 -4.31856 1.46439
C -8.84321 -4.07362 0.44203
Br -8.90491 -2.32548 -0.40911
Br -7.28107 -5.09289 -0.11031
Br -8.97346 -3.94096 2.37836
H -9.72368 -4.62724 0.09953
C -8.64183 -4.37642 -3.79233
Br -7.15335 -3.31979 -4.46477
Br -10.30150 -3.95997 -4.71770
Br -8.25148 -6.28175 -3.82814
H -8.78267 -4.09858 -2.74257
C -3.67393 8.40542 1.66999
Br -3.94925 7.34717 3.27889
Br -2.31461 7.62781 0.51594
Br -5.33997 8.71946 0.71624
H -3.29985 9.38331 1.99064
*
```

## Properties
energy relative to the best compared isomer or geometry (same formula, charge and spin)	3.856	eV
frontier orbital gap	7.2	eV
E_LUMO	-0.16087	Ha

=====

Record 4
Below is C69H113Cl3N12O4 as an isolated structure, with properties calculated with ωB97M-V/def2-TZVPD.

Geometry as ORCA input:
```
! RIJCOSX wB97M-V def2-TZVPD def2/J DEFGRID3
* xyz 0 5
C 5.34918 1.41518 -4.27671
Cl 5.36870 -0.03585 -3.14706
Cl 4.73488 1.00577 -5.85045
Cl 6.87947 2.17574 -4.68863
H 4.66136 2.16372 -3.88338
C 0.01820 -4.08712 2.74588
C 0.97804 -5.17615 3.44489
C 2.44699 -4.83266 3.10115
C 2.94254 -3.84843 4.14536
C 2.68458 -4.30833 5.56170
C 1.26698 -4.43851 5.93596
N 0.77951 -5.41541 4.90573
O -0.54168 -5.79894 5.27054
C 1.42669 -4.99394 7.42349
C 0.57788 -3.01698 6.05478
C 0.84353 -6.57061 2.78511
H -0.96718 -4.20546 3.19658
H -0.03746 -4.18410 1.66163
H 0.47558 -3.11169 2.91155
H 3.19561 -5.62483 3.11233
H 2.65987 -4.28689 2.18196
H 2.63282 -2.83417 3.89345
H 4.03102 -3.90223 4.12495
H 3.06673 -3.45200 6.11736
H 3.30979 -5.18335 5.73932
H 1.93079 -5.95886 7.47745
H 1.98056 -4.27324 8.02509
H 0.44648 -5.16837 7.86720
H -0.42806 -2.95203 6.46948
H 1.14978 -2.54911 6.85610
H 0.59094 -2.49237 5.09942
H 0.98431 -6.32667 1.73213
H -0.13467 -7.04690 2.85119
H 1.60221 -7.32317 2.99997
C 1.75497 -5.11623 -5.08149
C 1.56150 -3.93991 -6.10360
C 2.17921 -2.66076 -5.48264
C 3.63199 -2.60597 -5.50545
C 4.17468 -2.59353 -6.91224
C 3.67004 -3.88820 -7.73653
N 2.16338 -4.20224 -7.46276
O 1.57615 -5.33395 -8.15012
C 3.87460 -3.50436 -9.22014
C 4.63689 -5.08511 -7.37915
C 0.03877 -3.65218 -6.31283
H 1.84755 -4.65308 -4.09914
H 2.69095 -5.66752 -5.17159
H 1.01433 -5.91463 -5.12750
H 1.81106 -1.80244 -6.04466
H 1.96271 -2.58917 -4.41676
H 4.04742 -3.43943 -4.93902
H 3.91958 -1.65993 -5.04675
H 5.21868 -2.84635 -6.72718
H 4.03740 -1.66586 -7.46783
H 3.20690 -2.68926 -9.49924
H 4.89664 -3.12959 -9.27562
H 3.68585 -4.26568 -9.97702
H 4.36274 -5.94626 -7.98854
H 5.64200 -4.87350 -7.74394
H 4.60088 -5.31026 -6.31326
H -0.19154 -2.92175 -7.08841
H -0.39329 -3.24702 -5.39782
H -0.46042 -4.58743 -6.56621
C 1.17315 2.29034 1.84315
C 1.28922 1.84211 3.31748
C 1.52484 0.34403 3.31134
C 2.83610 -0.01898 2.77315
C 3.81325 0.53859 3.76235
C 3.80602 2.05332 3.90800
N 2.36552 2.43760 4.16259
O 2.23424 3.85455 4.25153
C 4.68128 2.27375 5.16793
C 4.55724 2.64576 2.64173
C -0.07656 2.01858 3.95686
H 0.96251 3.35383 1.73034
H 0.32845 1.85232 1.31143
H 2.04748 2.26696 1.19269
H 1.37888 0.13229 4.37057
H 0.76961 -0.18036 2.72589
H 3.00346 0.37091 1.76912
H 2.85905 -1.10863 2.75807
H 4.81391 0.28364 3.41338
H 3.67005 0.12889 4.76222
H 4.35025 1.66567 6.00981
H 5.66284 2.09838 4.72761
H 4.63081 3.30092 5.52913
H 3.97756 2.63687 1.71870
H 4.74153 3.71954 2.67547
H 5.53869 2.20592 2.46452
H -0.09650 1.62456 4.97296
H -0.71946 1.35689 3.37640
H -0.47029 3.03358 3.90359
C -3.76734 2.00281 2.97898
C -4.87782 1.96425 4.10975
C -4.25611 1.19946 5.30894
C -5.25115 1.20221 6.52429
C -5.51657 2.63581 6.95754
C -6.13061 3.56444 5.82060
N -5.22752 3.33429 4.62640
O -5.34962 4.26808 3.50404
C -7.63745 3.31737 5.52016
C -6.09815 5.09281 6.37165
C -5.95210 1.08637 3.54981
H -2.88013 2.56931 3.26190
H -4.17879 2.23575 1.99687
H -3.37050 0.99616 2.84754
H -3.73341 0.25186 5.17884
H -3.36092 1.73371 5.62722
H -4.90014 0.64178 7.39078
H -6.14036 0.62993 6.25990
H -4.59569 3.01805 7.39798
H -6.10459 2.60767 7.87489
H -7.92577 3.11365 4.48891
H -8.03764 2.46155 6.06378
H -8.31552 4.09971 5.86111
H -5.06786 5.29603 6.66372
H -6.37585 5.80028 5.59032
H -6.71250 5.13314 7.27112
H -6.69179 0.89222 4.32651
H -5.59761 0.09424 3.27032
H -6.46007 1.52186 2.68934
N -0.63362 2.81584 -5.69633
C -1.48471 1.79531 -6.11113
C -0.89301 0.53702 -5.78973
C 0.40215 0.84112 -5.27214
C 0.57468 2.26879 -5.19307
H -0.73299 3.80681 -5.86427
H -2.40886 2.11183 -6.57173
H -1.31577 -0.44028 -5.97021
H 1.20220 0.19678 -4.93876
H 1.45363 2.84215 -4.93789
N 1.16903 -0.17885 -0.98240
C 0.62791 -0.92333 0.06358
C -0.75501 -0.60918 0.02574
C -1.01526 0.18322 -1.13993
C 0.19713 0.46192 -1.65815
H 2.15284 -0.07972 -1.18831
H 1.13362 -1.65617 0.67482
H -1.49042 -1.02530 0.69837
H -1.96467 0.51005 -1.53770
H 0.38063 0.98271 -2.58632
N 6.82634 -2.77018 -1.84023
C 7.73444 -3.13951 -0.87148
C 7.04667 -3.11012 0.33377
C 5.71562 -2.63989 0.09964
C 5.58984 -2.57337 -1.27941
H 6.97156 -2.73606 -2.83916
H 8.75409 -3.36520 -1.14678
H 7.56506 -3.39238 1.23821
H 4.91895 -2.39734 0.78731
H 4.71455 -2.27541 -1.83751
N -0.56977 3.88600 -1.12164
C -1.20141 3.81837 -2.35539
C -1.59956 5.16366 -2.71831
C -1.20042 5.99911 -1.68806
C -0.48518 5.23277 -0.79662
H -0.29399 3.09300 -0.56022
H -1.36419 2.87657 -2.85830
H -2.28606 5.41119 -3.51446
H -1.25990 7.07297 -1.58955
H 0.17803 5.63205 -0.04354
N -3.98989 4.84965 -0.65358
C -4.70407 4.08701 -1.55674
C -6.04823 4.00341 -1.11993
C -6.07501 4.68487 0.01445
C -4.90580 5.26901 0.35133
H -2.98247 4.91859 -0.63234
H -4.25525 3.67746 -2.44962
H -6.80764 3.33080 -1.49048
H -7.01780 4.84812 0.51534
H -4.52666 5.83714 1.18792
N 4.33098 4.64124 -2.32569
C 3.37992 3.86604 -1.81197
C 3.94776 2.78012 -1.13073
C 5.30266 3.18046 -1.03265
C 5.54294 4.34967 -1.73288
H 4.14428 5.37705 -2.99189
H 2.33849 3.91387 -2.09400
H 3.40033 1.96758 -0.67630
H 6.08403 2.61667 -0.54479
H 6.43896 4.92509 -1.91299
N -6.18330 3.02353 -4.67067
C -7.05281 2.65485 -5.73423
C -6.31858 2.81059 -6.89880
C -4.98364 3.12308 -6.59734
C -4.85448 3.21518 -5.16776
H -6.46469 3.13256 -3.70680
H -8.09477 2.65880 -5.45014
H -6.74795 2.66915 -7.87963
H -4.25659 3.42775 -7.33557
H -4.08831 3.61069 -4.51740
N -5.21009 -3.11494 1.40188
C -4.60020 -2.22196 0.51710
C -4.56642 -2.84623 -0.66974
C -5.17195 -4.07782 -0.57062
C -5.50344 -4.33376 0.75764
H -5.31141 -3.03517 2.40361
H -4.21073 -1.29980 0.92250
H -4.12592 -2.30366 -1.49314
H -5.51859 -4.64018 -1.42503
H -5.89579 -5.16120 1.33017
*
```

## Properties
frontier orbital gap (spin up / spin down)	7.9 / 7.3	eV
E_LUMO (spin up / spin down)	0.00643 / -0.01526	Ha

=====

no.,largest force on an atom (Eh/bohr)
1,0.0202
2,0.0397
3,0.1141
4,0.1150